Entry 1:
{"formula": "C2H3Cl3NO", "method": "ωB97M-V/def2-TZVPD", "homo_lumo_gap_ev": [5.990, 8.265], "e_above_lowest_kj_mol": 107.5, "total_charge": -1, "homo_ev": [-2.52, -4.83], "elements": ["C", "C", "N", "O", "Cl", "Cl", "Cl", "H", "H", "H"], "xyz": [[0.177, 0.297, -0.031], [0.327, 0.885, 1.360], [-0.934, -0.780, 0.057], [-2.168, -0.302, -0.271], [1.877, 2.656, 1.011], [-0.993, 1.633, 2.018], [1.214, -0.141, 2.519], [1.126, -0.327, -0.439], [-0.134, 1.159, -0.695], [-1.090, -1.404, 0.906]], "atomic_forces_ev_per_a": [[0.8, -1.7, 0.6], [1.7, -1.9, -1.2], [-3.1, 1.6, -0.4], [2.4, -1.1, 0.5], [0.5, 0.6, -0.2], [-1.5, 0.7, 0.6], [-0.3, 0.1, -0.3], [-2.0, 2.0, 1.2], [0.1, -1.5, 0.5], [1.2, 1.2, -1.1]]}

Entry 2:
{"formula": "C3H8O3S2", "method": "ωB97M-V/def2-TZVPD", "homo_lumo_gap_ev": 8.654, "e_above_lowest_kj_mol": 136.3, "smiles": "O=C(O)CCSS.O", "homo_ev": -8.28, "elements": ["C", "C", "O", "O", "C", "S", "S", "H", "H", "H", "H", "H", "H", "H", "H", "O"], "xyz": [[0.209, 1.318, 0.049], [-1.160, 1.654, 0.416], [-1.334, 2.944, 0.728], [-2.101, 0.940, 0.556], [0.251, 0.382, -1.148], [1.776, -0.572, -1.009], [1.309, -2.547, -0.699], [0.792, 2.165, -0.041], [0.688, 0.942, 0.995], [-2.310, 3.113, 0.839], [0.288, 0.817, -2.086], [-0.601, -0.285, -1.179], [0.111, -2.836, -1.224], [-2.158, -0.639, 1.672], [-1.540, 0.409, 2.616], [-1.621, -0.622, 2.444]], "atomic_forces_ev_per_a": [[0.0, -1.5, 0.9], [-1.0, 1.8, 0.8], [-0.5, 1.5, -0.1], [-1.1, -1.4, -1.2], [0.4, -1.5, 2.3], [0.5, -0.1, -1.0], [0.2, -1.0, 1.0], [1.0, 2.1, -0.9], [-0.7, -0.7, -0.9], [1.3, -0.4, 0.1], [0.1, 1.4, -1.6], [-0.1, -0.2, 0.3], [0.0, 0.6, -0.5], [-0.6, 0.0, -1.0], [-0.4, -3.5, -0.4], [1.1, 2.9, 2.2]]}